Entry 1:
The following is a quantum chemistry calculation of C44H80F30N9O22S10 as an isolated structure at a distorted geometry, from OMol25.

Geometry as XYZ:
```
195
Properties=species:S:1:pos:R:3:mulliken_charge:R:1
C -2.507 8.667 -0.196 -1.728
C -1.528 7.537 -0.321 0.516
C -0.455 7.902 -1.373 -1.150
N 0.295 6.732 -1.933 0.896
C 0.983 5.995 -0.908 1.258
C 1.932 6.891 -0.153 -1.024
C 2.954 7.478 -1.090 -0.576
C 2.344 8.160 -2.307 -0.984
C 1.294 7.227 -2.942 -0.449
C -0.563 5.810 -2.676 -1.118
H -2.983 8.872 -1.116 0.400
H -2.028 9.559 0.229 0.359
H -3.252 8.336 0.508 0.464
H -2.092 6.635 -0.578 -0.186
H -1.000 7.304 0.605 0.154
H 0.258 8.616 -1.036 0.674
H -0.958 8.336 -2.202 0.497
H 0.274 5.535 -0.209 -0.636
H 1.556 5.185 -1.428 -0.359
H 1.375 7.606 0.470 0.334
H 2.477 6.272 0.464 0.726
H 3.516 8.247 -0.506 0.429
H 3.568 6.664 -1.401 0.044
H 1.793 9.066 -2.128 0.509
H 3.032 8.437 -3.110 0.607
H 0.671 7.720 -3.690 0.386
H 1.642 6.274 -3.424 0.395
H -0.781 6.373 -3.565 0.449
H -1.514 5.516 -2.225 0.154
H -0.023 4.920 -2.990 0.341
C 1.077 -7.110 -1.485 -1.747
C 0.943 -6.740 -0.003 0.070
C 2.312 -7.010 0.659 0.061
N 2.271 -6.827 2.171 0.960
C 0.977 -7.405 2.728 -0.927
C 0.928 -8.903 2.646 -0.727
C 2.122 -9.490 3.517 -0.896
C 3.395 -8.972 2.797 -0.481
C 3.450 -7.428 2.826 -0.400
C 2.326 -5.312 2.447 -0.916
H 1.340 -8.148 -1.563 0.516
H 1.774 -6.554 -2.044 0.317
H 0.073 -7.053 -1.923 0.409
H 0.203 -7.555 0.272 0.287
H 0.533 -5.771 0.250 0.098
H 3.047 -6.332 0.269 -0.739
H 2.746 -7.939 0.381 0.619
H 0.086 -6.952 2.311 0.455
H 0.896 -7.106 3.768 0.636
H 1.106 -9.238 1.577 0.226
H -0.088 -9.222 2.951 0.430
H 2.132 -10.576 3.488 0.466
H 2.003 -9.227 4.604 0.303
H 3.322 -9.323 1.758 0.244
H 4.319 -9.427 3.249 0.437
H 4.299 -7.027 2.254 0.114
H 3.458 -7.080 3.877 0.449
H 1.968 -5.104 3.450 0.374
H 1.594 -4.859 1.752 -0.067
H 3.311 -4.953 2.225 0.377
C -4.246 -0.509 4.333 -1.135
C -4.048 0.767 5.230 -0.292
N -2.564 0.876 5.582 0.873
C -1.706 0.981 4.330 -0.388
C -2.478 2.157 6.438 -0.552
C -2.534 3.530 5.659 -1.373
C -2.037 -0.253 6.366 0.519
C -2.758 -0.720 7.640 -1.277
O -2.725 0.263 8.637 -0.254
C -2.785 -0.344 9.929 -0.814
H -5.312 -0.736 4.182 0.521
H -3.874 -1.302 4.880 0.304
H -3.837 -0.444 3.388 0.105
H -4.654 0.548 6.114 0.371
H -4.307 1.761 4.762 0.407
H -2.030 1.805 3.674 0.098
H -1.873 0.073 3.845 -0.218
H -0.641 1.128 4.536 0.553
H -1.538 2.148 6.919 0.400
H -3.250 2.039 7.151 0.594
H -2.559 4.322 6.412 0.436
H -3.460 3.588 5.117 0.414
H -1.698 3.727 5.036 0.273
H -1.093 0.076 6.669 0.927
H -1.994 -1.140 5.706 -0.955
H -2.166 -1.593 7.908 0.638
H -3.840 -1.011 7.423 0.239
H -1.989 -1.049 9.994 0.353
H -3.741 -0.815 10.095 0.313
H -2.719 0.472 10.675 0.233
C -3.351 -1.007 -2.017 -1.979
C -2.136 -0.441 -2.674 2.438
N -0.835 -1.218 -2.845 1.023
C -0.365 -1.736 -1.522 -1.238
C -1.111 -2.292 -3.836 0.013
C -0.030 -3.300 -4.004 -1.647
C 0.238 -0.287 -3.361 -0.020
C 0.208 0.081 -4.793 -0.293
O 0.740 -0.921 -5.606 -0.306
C 0.542 -0.541 -6.955 -0.830
H -3.650 -1.959 -2.456 0.421
H -4.206 -0.490 -2.419 0.555
H -3.350 -1.141 -0.937 0.219
H -1.908 0.569 -2.336 0.000
H -2.444 -0.221 -3.700 -1.608
H -0.328 -0.839 -0.886 0.108
H 0.590 -2.237 -1.614 0.282
H -1.162 -2.355 -1.100 0.547
H -1.321 -1.677 -4.704 -0.010
H -2.041 -2.831 -3.618 0.695
H -0.485 -4.020 -4.737 0.445
H 0.085 -3.801 -3.075 0.394
H 0.940 -2.880 -4.295 0.228
H 1.177 -0.759 -3.138 0.083
H 0.107 0.639 -2.751 0.051
H 0.856 0.967 -4.787 0.841
H -0.872 0.456 -5.081 -0.229
H -0.525 -0.322 -7.136 0.211
H 0.869 -1.357 -7.594 0.287
H 1.019 0.350 -7.196 0.369
C -3.230 2.345 0.378 0.286
F -4.435 2.610 -0.186 -0.216
F -3.481 1.474 1.444 -0.174
F -2.435 1.754 -0.520 -0.075
S -2.526 3.859 0.992 0.853
O -1.843 4.506 -0.100 -0.537
O -3.644 4.531 1.522 -0.788
N -1.552 3.296 2.108 -0.455
S -0.050 3.716 2.363 0.505
O 0.282 5.042 1.931 -0.551
O 0.274 3.355 3.733 -0.660
C 0.820 2.583 1.208 0.485
F 0.671 1.329 1.613 -0.023
F 0.308 2.851 -0.027 -0.140
F 2.131 2.967 1.103 -0.183
C -3.487 -4.106 2.552 0.508
F -4.482 -3.496 3.232 -0.225
F -3.160 -5.167 3.280 -0.212
F -3.913 -4.389 1.361 -0.177
S -1.984 -3.065 2.513 0.345
O -0.948 -3.638 1.700 -0.077
O -2.492 -1.727 2.093 -0.436
N -1.738 -2.854 3.995 -0.541
S -0.718 -3.540 4.981 0.954
O -1.215 -3.313 6.325 -0.682
O -0.420 -4.899 4.579 -0.454
C 0.858 -2.602 4.896 0.605
F 1.778 -2.905 5.860 -0.275
F 1.441 -2.731 3.735 -0.089
F 0.542 -1.321 5.106 -0.235
C 5.307 5.247 -6.044 0.583
F 6.100 6.042 -6.836 -0.253
F 4.202 5.052 -6.799 -0.242
F 5.976 4.148 -5.891 -0.221
S 4.768 5.970 -4.378 1.063
O 5.962 6.165 -3.598 -0.666
O 4.000 7.136 -4.839 -0.683
N 3.812 4.845 -3.812 -0.194
S 4.172 3.701 -2.790 0.653
O 5.518 3.285 -2.798 -0.603
O 3.392 3.803 -1.575 -0.513
C 3.355 2.291 -3.719 0.624
F 3.299 1.197 -3.030 -0.052
F 2.069 2.599 -4.106 -0.281
F 4.042 2.101 -4.816 -0.270
C 3.428 -2.171 -0.808 0.532
F 4.413 -1.510 -0.344 -0.202
F 2.472 -2.403 0.136 -0.065
F 2.838 -1.484 -1.790 -0.090
S 4.060 -3.785 -1.369 0.791
O 2.847 -4.579 -1.649 -0.543
O 4.904 -3.469 -2.498 -0.653
N 4.753 -4.143 0.055 -0.282
S 5.745 -5.345 0.248 1.045
O 5.921 -5.576 1.668 -0.769
O 5.585 -6.497 -0.567 -0.665
C 7.409 -4.697 -0.295 0.548
F 7.485 -4.613 -1.629 -0.191
F 7.522 -3.449 0.122 -0.231
F 8.411 -5.460 0.256 -0.218
C -5.289 -0.393 -6.999 0.438
F -5.306 0.669 -7.793 -0.203
F -6.486 -0.646 -6.559 -0.211
F -4.826 -1.416 -7.700 -0.211
S -4.224 -0.185 -5.483 1.143
O -4.513 -1.348 -4.662 -0.652
O -2.879 -0.155 -5.992 -0.612
N -4.783 1.197 -4.906 -0.458
S -4.023 2.496 -4.478 1.161
O -4.796 3.299 -3.514 -0.733
O -2.591 2.455 -4.258 -0.444
C -4.086 3.600 -6.038 0.476
F -3.232 3.098 -6.943 -0.228
F -5.263 3.612 -6.639 -0.250
F -3.810 4.846 -5.751 -0.203
```

Results
E_HOMO	-0.2956	Ha
Kohn-Sham gap	0.3488	hartree
total charge	-1
E	-295253.63347	eV



Entry 2:
The following is a quantum chemistry calculation of a 7-piece molecular cluster, C39H78BrN2O13S6 overall at a distorted geometry, from OMol25.

Geometry as XYZ:
```
139
Properties=species:S:1:pos:R:3:mulliken_charge:R:1
C -0.198 -6.615 -0.449 -0.481
O -0.028 -5.994 -1.772 -0.268
C 1.201 -6.436 -2.447 -0.439
C 2.393 -5.313 -2.533 -0.433
C 1.994 -3.935 -3.325 -0.204
C 0.863 -3.008 -2.583 -0.034
C 1.020 -2.918 -0.945 -0.097
C 0.317 -1.496 -0.421 0.157
C -1.319 -1.660 -0.169 -1.002
C -2.183 -1.704 -1.561 0.530
C -1.725 -0.782 -2.845 -0.092
N -2.833 -0.857 -3.695 -0.168
Br -2.725 0.043 -5.366 0.089
C -4.034 -1.676 -3.178 -0.517
C -3.817 -1.563 -1.524 0.101
C -4.679 -2.637 -0.615 -0.597
C -5.037 -4.042 -1.413 -0.324
C -5.989 -4.998 -0.432 -0.581
N -6.419 -6.291 -1.095 -0.574
H -0.027 -7.777 -0.442 0.265
H -1.345 -6.461 -0.158 0.169
H 0.409 -6.071 0.412 0.231
H 0.880 -6.899 -3.478 0.215
H 1.635 -7.338 -1.801 0.355
H 2.891 -5.056 -1.480 0.112
H 3.274 -5.814 -3.163 0.393
H 2.957 -3.275 -3.514 0.388
H 1.570 -4.192 -4.409 -0.352
H 0.794 -1.958 -3.096 0.190
H -0.184 -3.548 -2.775 0.017
H 0.449 -3.797 -0.419 -0.316
H 2.144 -2.939 -0.571 0.354
H 0.577 -0.679 -1.230 0.104
H 0.784 -1.112 0.593 -0.005
H -1.457 -2.704 0.371 0.300
H -1.646 -0.822 0.585 0.278
H -2.055 -2.837 -1.909 -0.227
H -0.724 -0.200 -3.010 0.464
H -4.015 -2.742 -3.662 0.336
H -4.936 -1.003 -3.504 0.351
H -4.137 -0.522 -1.067 0.346
H -4.035 -2.940 0.326 0.230
H -5.687 -2.151 -0.210 0.366
H -4.051 -4.640 -1.701 0.189
H -5.660 -3.838 -2.390 0.212
H -6.945 -4.397 -0.086 0.319
H -5.405 -5.282 0.557 0.240
H -5.766 -6.430 -1.899 0.263
H -7.408 -6.144 -1.397 0.272
C 3.650 3.387 1.857 -0.837
C 2.406 3.588 0.992 0.390
C 2.150 2.280 0.246 -0.799
S 2.818 0.980 1.272 1.256
O 3.935 0.373 0.579 -0.737
O 1.728 0.198 1.821 -0.802
C 3.459 2.046 2.549 -0.604
H 3.777 4.198 2.580 0.378
H 4.542 3.358 1.220 0.422
H 1.548 3.820 1.636 0.127
H 2.528 4.423 0.295 -0.327
H 1.082 2.108 0.090 0.432
H 2.675 2.258 -0.714 0.437
H 4.386 1.634 2.950 0.493
H 2.704 2.114 3.338 0.234
C 2.202 6.096 6.347 -0.754
C 0.679 6.057 6.459 -0.538
C 0.125 5.734 5.073 -0.575
S 1.388 4.785 4.238 1.402
O 1.883 5.559 3.120 -0.675
O 0.937 3.415 4.094 -0.791
C 2.589 4.858 5.552 -0.826
H 2.682 6.109 7.330 0.392
H 2.510 7.000 5.807 0.300
H 0.386 5.271 7.166 0.308
H 0.277 7.003 6.835 0.318
H -0.793 5.144 5.134 0.055
H -0.055 6.643 4.492 0.398
H 3.596 4.912 5.135 0.421
H 2.480 3.952 6.157 0.424
C 0.666 7.650 -2.814 -0.623
C 0.863 6.244 -3.379 -0.568
C 2.360 5.941 -3.346 -0.613
S 3.035 6.903 -2.000 1.049
O 3.933 7.897 -2.549 -0.688
O 3.427 6.011 -0.927 -0.603
C 1.510 7.708 -1.549 -0.615
H -0.387 7.860 -2.605 0.345
H 1.023 8.392 -3.538 0.301
H 0.327 5.521 -2.752 0.263
H 0.464 6.156 -4.395 0.324
H 2.552 4.880 -3.167 0.301
H 2.853 6.258 -4.269 0.370
H 1.710 8.726 -1.213 0.405
H 1.051 7.127 -0.743 0.301
C 2.420 -4.766 4.149 -0.610
C 2.630 -5.933 5.112 -0.634
C 2.266 -7.215 4.364 -0.663
S 2.575 -6.890 2.635 1.147
O 1.311 -6.920 1.928 -0.655
O 3.724 -7.660 2.202 -0.710
C 3.067 -5.190 2.839 -0.287
H 2.858 -3.839 4.532 0.367
H 1.347 -4.597 4.000 0.281
H 3.683 -5.970 5.416 0.304
H 2.029 -5.822 6.020 0.334
H 2.879 -8.059 4.690 0.334
H 1.206 -7.458 4.479 0.354
H 2.734 -4.599 1.984 0.035
H 4.159 -5.164 2.913 0.339
C -5.634 7.321 5.326 -0.540
C -5.437 5.915 4.762 -0.721
C -3.940 5.612 4.794 -0.584
S -3.265 6.574 6.140 1.207
O -2.367 7.568 5.591 -0.638
O -2.873 5.682 7.214 -0.689
C -4.790 7.379 6.591 -0.783
H -6.687 7.531 5.536 0.349
H -5.277 8.063 4.603 0.282
H -5.973 5.192 5.388 0.306
H -5.836 5.827 3.746 0.319
H -3.748 4.551 4.974 0.401
H -3.447 5.929 3.871 0.360
H -4.590 8.397 6.928 0.401
H -5.249 6.798 7.397 0.344
C 1.479 -4.477 -7.215 -0.519
C 0.491 -3.324 -7.386 -0.384
C 1.065 -2.380 -8.442 -0.696
S 2.079 -3.388 -9.514 1.140
O 3.458 -2.974 -9.366 -0.649
O 1.438 -3.501 -10.809 -0.658
C 1.849 -4.915 -8.624 -0.825
H 1.047 -5.300 -6.639 0.377
H 2.372 -4.123 -6.685 0.287
H -0.473 -3.717 -7.729 0.343
H 0.315 -2.799 -6.442 0.101
H 0.275 -1.906 -9.029 0.358
H 1.705 -1.616 -7.991 0.373
H 2.762 -5.511 -8.663 0.422
H 1.025 -5.457 -9.098 0.386
```

Results
E_HOMO	-0.4144	Ha
Kohn-Sham gap	0.2513	hartree
total charge	+1
E	-206342.87496	eV



Entry 3:
The following is a quantum chemistry calculation of C36H40Cl3N5O4P2V as an isolated structure at a distorted geometry, from OMol25.

Geometry as XYZ:
```
91
Properties=species:S:1:pos:R:3:lowdin_spin:R:1
V 0.361 -1.665 -0.389 0.983
C -0.064 5.130 4.682 0.000
O 0.887 4.487 3.848 0.000
C 1.524 3.404 4.360 0.000
C 1.241 2.843 5.597 0.000
C 1.958 1.724 6.019 0.000
C 2.907 1.133 5.209 0.000
C 3.210 1.730 3.982 0.000
C 2.530 2.855 3.566 0.000
N 3.632 0.005 5.760 0.003
N 3.993 -0.955 5.057 0.001
C 3.466 -1.167 3.731 0.006
C 4.377 -1.500 2.768 -0.002
C 4.032 -1.669 1.411 0.007
C 2.722 -1.545 1.030 -0.001
O 2.266 -1.703 -0.204 0.018
C 1.753 -1.218 2.032 -0.001
N 0.469 -1.068 1.553 -0.001
C -0.494 -0.878 2.433 0.004
C -0.260 -0.887 3.821 -0.001
C 1.009 -1.003 4.297 0.001
C 2.090 -1.109 3.385 -0.001
H -0.405 6.005 4.138 0.000
H 0.384 5.445 5.628 0.000
H -0.916 4.477 4.887 0.000
H 0.484 3.263 6.244 0.000
H 1.760 1.283 6.991 0.000
H 3.995 1.321 3.361 0.000
H 2.764 3.333 2.622 0.000
H 5.412 -1.589 3.081 0.000
H 4.777 -1.921 0.667 0.000
H -1.490 -0.738 2.038 0.000
H -1.097 -0.787 4.501 0.000
H 1.189 -1.032 5.363 0.000
C -3.382 -1.471 -0.057 -0.005
P -1.971 -1.619 -1.220 0.001
C -2.201 0.000 -2.106 0.000
N -3.359 0.271 -2.645 -0.003
C -3.498 1.452 -3.303 -0.001
C -4.719 1.752 -3.958 0.000
C -4.849 2.926 -4.636 -0.001
C -3.782 3.863 -4.674 -0.001
C -2.609 3.606 -4.032 -0.001
C -2.443 2.381 -3.337 -0.001
N -1.275 2.125 -2.693 -0.003
C -1.135 0.962 -2.117 0.001
P 0.391 0.589 -1.135 -0.008
C 0.171 1.883 0.148 -0.005
C 1.855 1.189 -2.149 -0.002
C 1.701 2.573 -2.776 0.000
C 2.067 0.137 -3.245 -0.002
C 3.071 1.222 -1.210 0.000
C -2.589 -2.897 -2.456 0.003
C -4.009 -2.678 -2.982 0.000
C -1.625 -2.894 -3.647 -0.001
C -2.579 -4.255 -1.735 0.000
H -4.308 -1.281 -0.596 -0.001
H -3.196 -0.632 0.615 0.000
H -3.471 -2.380 0.539 0.000
H -5.522 1.027 -3.907 0.000
H -5.776 3.152 -5.150 0.000
H -3.907 4.791 -5.218 0.000
H -1.786 4.311 -4.035 0.000
H 0.136 2.886 -0.279 -0.001
H 0.981 1.815 0.877 0.000
H -0.767 1.688 0.671 0.000
H 0.960 2.587 -3.574 0.000
H 2.673 2.856 -3.196 0.000
H 1.418 3.335 -2.046 0.000
H 1.225 0.119 -3.943 0.000
H 2.184 -0.862 -2.827 -0.001
H 2.971 0.376 -3.814 0.000
H 2.953 1.970 -0.422 0.000
H 3.953 1.497 -1.797 0.000
H 3.260 0.257 -0.754 0.000
H -4.104 -1.769 -3.570 0.000
H -4.753 -2.649 -2.183 0.000
H -4.251 -3.533 -3.623 0.000
H -1.601 -1.912 -4.130 0.000
H -1.979 -3.619 -4.389 0.000
H -0.611 -3.163 -3.360 -0.001
H -3.422 -4.335 -1.042 0.000
H -1.671 -4.439 -1.172 0.000
H -2.677 -5.055 -2.476 0.000
Cl 0.981 -6.126 1.262 0.000
C 1.308 -5.410 -0.314 0.000
Cl 3.056 -5.180 -0.507 0.001
Cl 0.689 -6.475 -1.592 0.001
C 0.621 -4.018 -0.480 0.009
O 0.750 -3.423 -1.575 0.003
O -0.017 -3.527 0.500 0.005
```

Results
expectation value of S²	0.77
E_HOMO (spin up / spin down)	-0.2555 / -0.2253	Ha
Kohn-Sham gap (spin up / spin down)	0.2287 / 0.1967	hartree
total charge	0
E	-135455.31887	eV
multiplicity	2